[1]
Computed, not measured: a structure of composition C50H99B2Br24N2O3, with wB97M-V/def2-TZVPD.

Last column: Mulliken charge in e.
Element x y z (Å)
H 8.319 0.670 0.794  -0.226
C -2.474 2.699 -0.542  -0.736
H -5.426 7.350 -0.968  0.439
H 6.422 -1.456 -7.250  0.451
H -4.805 2.901 6.377  0.367
H -1.242 -3.295 0.551  0.404
H 3.656 -3.239 -0.873  0.323
C -3.620 9.108 -4.110  -0.406
H 5.274 -1.591 -2.211  0.243
C -4.655 0.622 2.663  -1.015
C -5.124 5.795 0.516  -0.564
C 3.056 -1.633 0.482  1.242
H 8.052 -1.190 -5.236  0.439
Br -3.085 6.612 -1.328  -0.110
C 5.018 2.450 -8.032  -0.524
H -5.556 -2.479 0.796  0.082
H -0.890 3.307 -1.891  -0.006
H -4.309 5.276 1.013  0.267
H -3.836 -3.083 -1.455  0.288
H 4.954 -2.497 0.025  -0.077
H -1.168 5.659 0.919  0.039
C -0.100 5.837 1.028  -0.979
C 2.715 0.109 -3.040  0.513
H 0.204 6.700 0.435  0.349
C -7.242 -2.286 1.901  -0.417
Br 5.859 0.286 0.756  0.014
C 4.037 -2.270 -0.531  -0.409
Br 1.479 -5.148 4.180  -0.141
H 0.169 -2.538 1.217  -0.767
C -4.424 0.554 -0.645  -1.630
H -3.184 -7.996 -2.302  0.400
Br 9.370 3.356 2.276  -0.123
H -2.890 1.867 -3.623  0.558
C 6.117 -1.300 -6.217  -0.217
Br -6.006 4.496 -0.634  -0.084
C -0.919 -2.541 1.271  0.247
H -1.907 -6.256 -3.761  0.398
C -2.683 -7.100 -1.949  -0.604
H -4.118 -0.317 2.786  0.074
C 11.725 1.725 2.444  -0.550
C 1.362 0.248 -3.770  -1.534
H -4.714 10.166 -5.656  0.388
H 6.500 -6.889 1.331  0.444
C 10.297 1.765 2.917  -0.228
H -3.342 3.618 7.082  0.365
C 8.072 -1.396 0.148  -0.233
Br -2.893 2.686 4.820  -0.041
N -2.136 1.356 -0.054  1.655
H 0.103 0.737 -2.116  -0.394
H 6.639 -5.969 -1.097  0.431
H -2.103 0.810 -2.438  0.124
H -2.431 1.183 7.287  0.359
C 3.858 -4.879 5.763  -0.113
C -5.399 1.288 0.307  -0.519
C -7.291 -4.384 6.015  -0.571
H 1.695 4.675 0.997  0.440
H -0.563 2.727 -4.171  0.380
C 2.866 -2.518 1.723  -1.581
Br -6.110 -1.600 -0.645  -0.218
Br -4.829 -4.310 4.505  -0.079
C -1.927 2.971 -1.967  -0.413
H -2.366 -5.045 -2.547  0.052
H 2.577 0.538 -2.041  -0.444
Br -5.956 8.029 -5.360  -0.140
H 10.255 1.827 4.002  0.393
C 3.175 -1.340 -2.797  -0.799
H -7.699 -4.859 5.128  0.341
H -7.870 -1.995 2.740  0.227
H 4.429 -0.324 -1.354  0.394
H -2.211 -3.567 2.686  0.091
C 3.945 1.727 -8.801  -0.585
Br 4.264 -6.261 -0.489  -0.143
C -2.623 -6.006 -2.981  -0.347
H -5.598 -5.617 6.451  0.371
H 5.160 -0.791 -6.199  -0.181
H 9.723 0.906 2.584  -0.090
H -2.634 9.555 -4.220  0.359
H 12.283 0.966 2.988  0.356
H -7.805 1.432 1.472  0.538
H 2.138 1.835 0.699  0.150
H 9.003 -1.551 -0.393  0.499
Br 11.845 1.208 0.572  -0.147
Br -7.715 -4.134 1.520  -0.136
C -3.747 2.750 6.565  -0.672
H 2.112 -1.480 -0.056  -0.453
C 6.053 -5.522 -0.297  -0.026
H -1.680 -7.355 -1.614  0.344
C -0.876 1.149 0.404  0.358
Br 4.180 -6.766 6.101  -0.124
H 3.424 -0.654 0.826  -0.329
N -4.658 -2.552 1.279  -0.067
H 3.572 -1.764 -3.723  0.169
H -1.788 -1.918 3.167  0.229
H 7.717 -5.629 1.050  0.352
C -2.044 1.780 -2.938  -0.303
H 0.140 6.021 2.075  0.321
H -3.787 1.579 8.363  0.357
H 7.510 0.321 -5.988  0.330
H 0.777 4.548 -0.510  0.244
H 1.068 2.092 -2.700  0.469
C -0.480 -0.097 0.833  -0.700
B 0.275 2.258 0.495  0.484
H 7.296 -2.025 -0.281  -0.071
H -7.806 -4.758 6.897  0.391
H 4.243 1.590 -9.838  0.370
Br 8.388 -2.057 1.948  -0.148
H 1.527 0.594 -4.794  0.514
C 0.690 4.611 0.575  -0.227
C -2.672 -0.939 0.354  0.147
H 4.324 -4.648 4.809  -0.236
Br -4.502 10.145 -2.720  -0.134
Br -4.497 0.019 6.558  -0.060
H 2.335 -1.923 -2.411  0.459
H 5.887 1.827 -7.844  0.258
O -3.279 -3.173 -0.673  -0.401
H 4.382 -4.351 6.557  0.385
H -3.766 8.777 -6.222  0.348
C 7.696 0.059 0.149  0.063
H -0.939 1.107 -4.721  0.563
H -2.520 3.788 -2.379  0.746
H -6.637 2.316 2.500  0.452
Br 5.887 -4.761 2.458  -0.140
H -0.570 -3.241 3.295  0.174
H -5.868 6.087 1.253  0.471
C -1.403 -2.836 2.722  -0.711
Br 6.496 0.070 -3.751  -0.080
Br 5.817 -3.083 -5.493  -0.163
Br 3.659 -0.064 -8.097  -0.107
H 2.095 -2.099 2.375  0.458
H -4.810 -0.371 -1.074  0.576
H -3.551 2.829 -0.598  -0.323
H -4.579 -3.545 1.499  0.097
C -0.774 1.707 -3.826  -2.038
O 1.533 1.998 -0.037  -0.516
C -1.370 -1.175 0.821  -0.330
C 6.652 -5.853 1.043  -0.538
H -5.360 -3.916 6.894  0.381
H 0.821 -0.702 -3.798  0.387
H -5.015 0.994 3.619  0.601
C 4.318 -1.346 -1.741  -0.402
H -3.517 8.098 -3.730  0.090
C 0.458 1.246 -3.021  0.980
H -2.149 3.451 0.175  0.105
Br -7.766 -2.500 5.900  -0.154
H 3.799 -2.527 2.291  0.342
C 2.388 -4.556 5.798  -0.653
Br -4.326 -5.769 -3.893  -0.138
C -4.672 6.996 -0.271  -0.651
H -8.437 -1.566 0.234  0.771
C -7.485 -1.384 0.721  0.866
H -6.133 -0.439 1.396  -0.948
H -7.323 0.842 3.111  0.400
H 2.986 2.234 -8.766  0.366
B -3.601 -2.241 0.321  -0.550
O 0.057 3.440 1.151  -0.680
H -6.202 -2.290 2.218  0.348
C -5.804 -4.587 6.166  -0.652
H -4.897 2.207 0.615  0.216
H -3.916 1.360 2.323  -0.185
H -7.427 -0.341 1.026  -0.649
H 2.234 -3.479 5.837  0.343
C -6.991 1.327 2.190  -2.103
C 7.188 -0.570 -5.452  -0.567
H 12.227 2.681 2.540  0.389
H 3.500 0.702 -3.513  0.174
H 5.967 -4.453 -0.465  -0.259
C -3.473 1.483 7.325  -0.634
C -4.377 9.165 -5.409  -0.558
H 2.627 -3.545 1.444  0.315
C -5.772 0.566 1.600  1.266
Br 4.377 3.053 -6.296  -0.112
C -3.030 0.340 -0.091  1.260
H 1.877 -5.025 6.632  0.461
H 0.536 -0.265 1.166  0.383
H -4.301 1.237 -1.494  0.481
H 5.326 3.350 -8.559  0.368
Br -3.636 -6.516 -0.358  -0.124
H -6.285 1.615 -0.236  0.953
H -4.387 7.807 0.395  0.380
H 7.727 0.461 -0.862  0.189

- Electronic energy: -1744948.4084 eV
- Multiplicity: 1
- HOMO: -11.11 eV
- Frontier orbital gap: 8.57 eV
- Total charge: +1
- Strongest force on any atom: 6.34 eV Å⁻¹


[2]
Computed, not measured: a structure of composition C25H29MnN3P2, with wB97M-V/def2-TZVPD.

Last column: Mulliken charge in e.
Element x y z (Å)
C 3.079 0.943 1.551  -0.096
C -0.011 3.528 1.607  -1.262
C 2.584 -1.975 4.520  -0.221
H 2.582 3.070 -2.873  0.471
H -1.801 -3.878 -3.665  0.446
H -1.242 2.049 3.816  0.443
H -3.216 -3.409 -1.696  0.665
Mn 0.571 0.303 0.118  0.010
H 0.235 1.045 3.683  0.338
C 3.866 -0.086 3.570  -0.260
N 2.061 0.047 1.464  0.129
C -0.845 -1.051 -2.011  0.501
N -0.915 -0.520 -0.712  -0.034
C -2.189 1.724 0.771  -1.457
C -1.511 -2.272 -2.267  0.566
P -0.516 1.795 1.519  1.299
H 0.025 3.972 0.602  0.329
H 0.230 -0.381 -5.179  0.392
H -4.383 0.814 2.026  0.378
H 0.666 1.453 -3.880  0.539
H -1.762 -4.078 -0.658  -0.370
C 2.357 2.816 -1.827  -1.177
C 0.288 1.065 -2.924  -1.458
H -1.350 0.343 3.277  0.356
C 2.954 0.033 -2.416  -1.375
C -0.212 -0.940 -4.353  -0.781
C -0.724 -2.225 -4.559  -0.944
C -2.810 -1.934 -0.220  0.680
C -2.126 -0.712 -0.027  0.516
C -2.745 0.309 0.744  0.565
P 1.682 1.138 -1.730  1.053
H 3.283 2.864 -1.236  0.400
H -5.381 -1.471 1.973  0.382
H -0.714 4.091 2.239  0.444
C -0.745 1.258 3.237  -1.404
C -0.248 -0.348 -3.094  0.644
H -0.496 1.745 -2.549  0.316
H 3.413 0.473 -3.313  0.390
C -2.374 -2.863 -1.253  -1.055
H 3.126 1.705 0.769  0.207
H 3.728 -0.123 -1.651  0.365
C 4.004 0.885 2.586  -0.795
H 1.640 3.542 -1.418  0.276
H -2.832 2.377 1.374  0.520
H 4.560 -0.151 4.409  0.515
H -2.103 2.137 -0.249  0.324
H -0.637 -2.689 -5.540  0.384
H -4.381 -3.221 0.481  0.456
C -4.489 -1.255 1.386  -0.950
H 0.993 3.575 2.052  0.355
H 2.517 -0.941 -2.672  0.390
N 2.394 -2.761 5.368  -0.418
H 1.089 -1.621 2.277  0.584
C -1.367 -2.888 -3.521  -0.777
H -1.485 -4.799 -0.417  0.222
H 4.809 1.616 2.611  0.444
C 1.924 -0.925 2.401  -0.266
C -3.938 -2.226 0.561  -0.764
C -3.916 0.019 1.437  -0.716
C 2.804 -0.992 3.480  0.286

- Electronic energy: -80756.0758 eV
- Multiplicity: 5
- HOMO (alpha / beta): -8.72 / -10.37 eV
- Frontier orbital gap (alpha / beta): 5.18 / 6.82 eV
- Total charge: +1
- Strongest force on any atom: 2.86 eV Å⁻¹


What is the formula in the second record? C25H29MnN3P2